Record 1
# HNO2S2

A single HNO2S2 molecule (wB97M-V/def2-TZVPD, the OMol25 dataset).

The frontier orbital gap comes out at 9.187 eV. Its SMILES is O=[N+]([O-])SS. The value obtained for the HOMO energy is -10.32 eV. The LUMO energy is -1.1 eV.

Each line ends with the natural charge from an NBO analysis.
Geometry (Å):
O: 0.19 -1.70 -0.01  -0.25
N: 0.77 -0.66 -0.18  0.27
O: 2.21 -0.65 -0.37  -0.48
S: 0.48 0.97 -0.35  0.46
S: -1.68 1.26 -0.21  -0.17
H: -1.97 0.79 1.12  0.17



Record 2
# HNO3S

A molecular structure, HNO3S (wB97M-V/def2-TZVPD, the OMol25 dataset).

The frontier orbital gap (alpha / beta) comes out at 7.147 / 7.146 eV. The value obtained for the HOMO energy (alpha / beta) is -9.17 / -9.17 eV. The LUMO energy (alpha / beta) is -2.0 / -2.0 eV.

Each line ends with the natural charge from an NBO analysis.
Geometry (Å):
N: 1.81 -1.85 0.56  0.35
O: 2.30 -2.55 1.39  -0.34
O: 1.94 -0.61 0.52  -0.43
O: 0.12 -1.51 -1.10  -0.77
S: 0.46 -0.12 -0.96  1.16
H: -0.66 0.47 -0.29  0.03



Record 3
# HNO4P

2 unconnected molecules or ions with the total composition HNO4P (wB97M-V/def2-TZVPD, the OMol25 dataset).

The frontier orbital gap comes out at 8.936 eV. The total charge is +1. The value obtained for the HOMO energy is -15.70 eV. The LUMO energy is -6.8 eV.

Each line ends with the natural charge from an NBO analysis.
Geometry (Å):
N: 1.82 -0.68 0.20  0.87
O: 1.66 -1.47 -0.55  0.01
O: 2.33 -0.01 0.92  0.03
O: 0.03 0.26 0.78  -1.11
O: -1.82 0.51 -0.82  -1.03
P: -1.30 0.95 0.71  1.68
H: -2.72 0.44 -1.23  0.55



Record 4
# HNO4S

A molecular structure, HNO4S (wB97M-V/def2-TZVPD, the OMol25 dataset).

The frontier orbital gap (alpha / beta) comes out at 9.111 / 9.111 eV. The value obtained for the HOMO energy (alpha / beta) is -12.01 / -12.01 eV. The LUMO energy (alpha / beta) is -2.9 / -2.9 eV.

Each line ends with the natural charge from an NBO analysis.
Geometry (Å):
N: 1.29 0.75 -0.01  0.13
O: -2.05 0.13 -0.22  -0.83
O: -0.20 -1.48 -0.45  -0.89
O: 0.36 1.00 -0.79  -0.35
O: -0.18 0.14 1.37  -0.86
S: -0.73 -0.28 0.07  2.47
H: 1.51 -0.27 0.02  0.34



Record 5
# HNO5S

2 unconnected molecules or ions with the total composition HNO5S (wB97M-V/def2-TZVPD, the OMol25 dataset).

The frontier orbital gap comes out at 6.571 eV. The total charge is -2. The value obtained for the HOMO energy is 0.32 eV. The LUMO energy is 6.9 eV.

Each line ends with the natural charge from an NBO analysis.
Geometry (Å):
N: -2.47 -0.78 -0.69  0.20
O: -3.53 -0.40 -0.17  -0.63
O: 2.30 -0.21 -1.29  -1.06
O: 0.92 1.51 0.09  -1.01
O: 2.28 -0.35 1.10  -1.08
O: -1.49 -1.07 0.01  -0.57
S: 1.43 -0.24 -0.09  1.70
H: 0.56 1.55 1.05  0.45



Record 6
# HO5S2

A molecular structure, HO5S2 (wB97M-V/def2-TZVPD, the OMol25 dataset).

The frontier orbital gap comes out at 7.983 eV. The total charge is -1. The value obtained for the HOMO energy is -4.47 eV. The LUMO energy is 3.5 eV.

Each line ends with the natural charge from an NBO analysis.
Geometry (Å):
O: -1.89 -0.60 -1.46  -0.99
O: -0.78 0.96 0.09  -0.99
O: -3.04 0.14 0.56  -0.99
O: 1.20 -0.60 0.31  -0.90
O: -1.19 -1.37 0.66  -0.87
S: 0.25 -1.85 -0.15  0.70
S: -1.80 -0.12 -0.16  2.56
H: 0.36 0.05 0.13  0.49



Record 7
# HO5S2

A molecular structure, HO5S2 (wB97M-V/def2-TZVPD, the OMol25 dataset).

The frontier orbital gap comes out at 8.541 eV. The total charge is -1. The value obtained for the HOMO energy is -4.78 eV. The LUMO energy is 3.8 eV.

Each line ends with the natural charge from an NBO analysis.
Geometry (Å):
O: -0.09 1.90 -0.07  -0.97
O: -0.49 0.56 -2.12  -0.94
O: -0.26 -1.22 2.18  -0.98
O: 1.20 -0.47 0.01  -0.98
O: -1.43 -0.39 0.28  -0.97
S: 0.44 1.02 -1.12  1.66
S: -0.38 -0.08 1.25  1.71
H: 1.01 -1.31 -0.41  0.47



Record 8
# HOS3

2 unconnected molecules or ions with the total composition HOS3 (wB97M-V/def2-TZVPD, the OMol25 dataset).

The frontier orbital gap (alpha / beta) comes out at 4.824 / 3.228 eV. The total charge is -1. The value obtained for the HOMO energy (alpha / beta) is -3.39 / -2.53 eV. The LUMO energy (alpha / beta) is 1.4 / 0.7 eV.

Each line ends with the natural charge from an NBO analysis.
Geometry (Å):
O: 1.78 1.92 -0.72  -0.85
S: 1.77 -0.98 -0.03  -0.33
S: -3.05 -0.53 0.20  -0.89
S: 1.44 0.92 0.35  0.98
H: -1.94 -1.34 0.21  0.09



Record 9
# HfI3

A molecular structure, HfI3 (wB97M-V/def2-TZVPD, the OMol25 dataset).

The frontier orbital gap comes out at 6.407 eV. The total charge is +1. The value obtained for the HOMO energy is -13.58 eV. The LUMO energy is -7.2 eV.

Each line ends with the natural charge from an NBO analysis.
Geometry (Å):
Hf: -0.83 0.63 0.39  1.47
I: -1.43 -2.11 -0.57  -0.16
I: 1.49 0.00 2.12  -0.16
I: 0.76 1.48 -1.94  -0.15



Record 10
# HgI

A molecular structure, HgI (wB97M-V/def2-TZVPD, the OMol25 dataset).

The frontier orbital gap (alpha / beta) comes out at 7.220 / 6.917 eV. The total charge is +2. The multiplicity is 2. The value obtained for the HOMO energy (alpha / beta) is -22.24 / -21.84 eV. Its expectation value of S² is 0.770. The LUMO energy (alpha / beta) is -15.0 / -14.9 eV.

Each line ends with the Mulliken spin population.
Geometry (Å):
Hg: -1.29 -0.59 0.21  -0.11
I: 1.29 0.59 -0.21  1.11



Record 11
# I2OS

A molecular structure, I2OS (wB97M-V/def2-TZVPD, the OMol25 dataset).

The frontier orbital gap (alpha / beta) comes out at 7.571 / 6.616 eV. The value obtained for the HOMO energy (alpha / beta) is -9.79 / -9.46 eV. The LUMO energy (alpha / beta) is -2.2 / -2.8 eV.

Each line ends with the natural charge from an NBO analysis.
Geometry (Å):
O: 0.79 -1.46 -0.33  -0.81
S: 0.36 -0.44 0.52  1.01
I: -2.57 0.29 -0.07  -0.19
I: 1.42 1.61 -0.11  -0.01



Record 12
# I3PS

A single I3PS molecule (wB97M-V/def2-TZVPD, the OMol25 dataset).

The frontier orbital gap comes out at 6.677 eV. Its SMILES is S=P(I)(I)I. The value obtained for the HOMO energy is -8.97 eV. The LUMO energy is -2.3 eV.

Each line ends with the natural charge from an NBO analysis.
Geometry (Å):
S: -1.84 -1.43 0.05  -0.43
P: -0.14 -0.08 -0.05  0.31
I: -0.61 2.33 -0.04  0.04
I: 1.31 -0.38 1.97  0.01
I: 1.28 -0.44 -1.94  0.07



We obtain energy above the lowest of the compared OMol25 structures with the same formula, charge and spin values of 227.2, 249.7, 27.9, 185.5, 47.1, 77.2, 128.9, 99.5, 34.9, 10.8, 66.5, 18.3 kJ/mol for the records listed above, in that order.
We obtain molar mass values of 111.147, 95.079, 109.985, 111.078, 127.077, 145.137, 145.137, 113.208, 559.202, 327.494, 301.874, 443.753 Da for the records listed above, in that order.